60
Properties=species:S:1:pos:R:3:lowdin_charge:R:1 method="wB97M-V/def2-TZVPD" de_lowest_ev=0.0000 max_force_ha_per_bohr=0.029 lumo_energy_ha=0.007 smiles=ClC(Cl)Cl.ClC(Cl)Cl.ClC(Cl)Cl.ClC(Cl)Cl.BrCCBr.BrCCBr.BrCCBr.BrCCBr.BrCCBr
Br 4.8963 4.4312 -2.0227 0.6268
C 3.2679 4.2256 -0.9647 -0.7001
C 3.6503 4.2711 0.4905 -0.6632
Br 1.9980 4.1194 1.5474 0.6274
H 2.8432 3.2870 -1.2957 0.0308
H 2.5951 5.0408 -1.2120 0.0444
H 4.1478 5.2107 0.7080 0.0583
H 4.2611 3.4313 0.7994 0.0234
Br 2.5582 -0.1018 4.1021 0.5645
C 3.8053 1.2697 3.4132 -0.6487
C 4.5996 0.6626 2.2666 -0.6591
Br 3.4268 0.2808 0.7511 0.6338
H 4.4328 1.4786 4.2740 0.0557
H 3.2152 2.1396 3.1539 -0.0156
H 5.0860 -0.2294 2.6330 0.0556
H 5.2661 1.4264 1.8745 0.0471
Br -1.6087 -1.9194 -1.7955 0.6780
C -1.2964 -0.2835 -0.7627 -0.6372
C 0.1664 0.1128 -0.8745 -0.7511
Br 0.6944 0.7367 -2.6326 0.6465
H -1.5497 -0.4588 0.2721 -0.0020
H -1.8579 0.5275 -1.2236 0.0569
H 0.8426 -0.6842 -0.5790 -0.0287
H 0.3542 0.9319 -0.1747 0.0409
Br 0.1537 -2.0953 2.4028 0.6204
C -1.5614 -2.9445 2.0396 -0.7078
C -2.7380 -2.1211 2.5026 -0.7033
Br -4.4692 -2.8837 2.0117 0.6355
H -1.5374 -3.9537 2.4384 0.0494
H -1.6652 -3.0562 0.9547 -0.0099
H -2.7417 -1.1483 2.0284 -0.0169
H -2.7127 -1.9787 3.5845 0.0621
Br -5.4343 -4.9458 -3.7278 0.6151
C -4.1267 -5.7211 -2.5028 -0.7205
C -3.9589 -4.8136 -1.3193 -0.6771
Br -2.7988 -5.7966 -0.0566 0.6046
H -3.2049 -5.9355 -3.0327 0.0573
H -4.5496 -6.6803 -2.2205 0.0439
H -4.8893 -4.6300 -0.7969 0.0395
H -3.4917 -3.8675 -1.5615 -0.0278
C 0.0798 1.0554 -6.5328 -1.5508
Cl -0.0868 2.7112 -7.1012 0.5202
Cl 1.7071 0.4185 -6.8252 0.5166
Cl -1.1545 0.0636 -7.3437 0.5084
H -0.1151 1.0727 -5.4710 -0.0488
C -1.9429 2.5467 3.7096 -1.5560
Cl -0.6025 3.0986 4.6674 0.5457
Cl -3.3133 2.0480 4.7478 0.5201
Cl -1.4854 1.2092 2.6497 0.5424
H -2.3377 3.3307 3.0837 -0.0566
C 2.1092 -4.7856 -1.1536 -1.5309
Cl 1.7908 -3.1188 -1.5488 0.5475
Cl 0.6829 -5.5578 -0.3923 0.4757
Cl 3.5088 -5.0007 -0.1019 0.5313
H 2.2869 -5.3309 -2.0663 0.0082
C -1.5344 5.8191 0.7915 -1.5270
Cl -1.2853 5.7929 2.5553 0.5234
Cl -1.8122 4.2025 0.1764 0.5476
Cl -0.1794 6.6195 0.0009 0.5243
H -2.3845 6.4706 0.6615 0.0103

59
Properties=species:S:1:pos:R:3:lowdin_charge:R:1 method="wB97M-V/def2-TZVPD" charge=-1 s2=3.75 multiplicity=4 max_force_ha_per_bohr=0.057 lumo_energy_ha="0.083 / 0.083"
Nd 0.8751 -1.4775 0.2416 1.8814
O 0.7037 -2.2799 2.4957 -0.4268
S 1.9677 -1.7068 3.0224 0.4282
O 2.5149 -2.2761 4.1996 -0.2371
O 1.4600 -0.2014 3.5127 -0.3227
O 2.8509 -1.5044 1.8766 -0.3659
Br 0.8746 -5.3592 -5.7030 0.6740
C 0.4650 -4.7297 -3.9775 -0.7711
C -0.7018 -5.1366 -3.3306 -0.7718
Br -1.8926 -6.3296 -4.1665 0.6748
C -0.9773 -4.6472 -2.0585 -0.6583
Br -2.5565 -5.1152 -1.1381 0.7420
C -0.1317 -3.7827 -1.4050 -0.4276
O -0.4217 -3.2953 -0.2012 -0.3018
C 1.0921 -3.3913 -2.0579 -0.4302
O 1.9273 -2.5606 -1.4365 -0.3101
C 1.3300 -3.8552 -3.3261 -0.6545
Br 2.9208 -3.2442 -4.1445 0.7409
C 1.7172 2.8161 3.4196 -0.0778
N 0.4440 2.1489 3.1730 -0.2823
C -0.7305 3.0142 3.1263 -0.0829
P 0.4586 0.6817 2.5109 0.4967
O 1.1655 0.5644 1.2019 -0.4024
O -1.0462 2.0223 -0.0893 -0.3137
P -0.4881 1.2932 -1.2689 0.3335
O -0.4174 -0.2379 -1.2180 -0.4526
N -1.3721 1.6183 -2.6641 -0.3066
C -1.4562 3.0217 -3.0182 -0.1422
C -2.6635 0.9570 -2.7476 -0.1295
N 1.0778 1.7903 -1.5847 -0.2952
C 1.6498 2.9041 -0.8563 -0.1337
C 2.0597 0.8216 -2.0436 -0.1203
N -1.0269 0.0258 2.6614 -0.2815
C -1.3453 -0.2938 4.0618 -0.0878
C -1.8377 -0.7692 1.7230 -0.0852
H 1.7895 3.1292 4.4633 0.0876
H 1.8026 3.6906 2.7707 0.0866
H 2.5483 2.1477 3.2048 0.0849
H -1.0020 3.3396 4.1337 0.0831
H -1.5612 2.4927 2.6596 0.0747
H -0.5067 3.8856 2.5085 0.0857
H -0.4648 3.4760 -3.0082 0.0697
H -2.1049 3.5881 -2.3344 0.0784
H -1.8571 3.1212 -4.0307 0.0756
H -2.5639 -0.0926 -2.4790 0.0740
H -3.0333 1.0128 -3.7748 0.0776
H -3.4096 1.4249 -2.0885 0.0811
H 0.8600 3.5092 -0.4158 0.0683
H 2.2454 3.5350 -1.5269 0.0766
H 2.3007 2.5536 -0.0457 0.0719
H 1.5854 0.0971 -2.7009 0.0791
H 2.5881 0.2680 -1.2436 0.0665
H 2.8434 1.3351 -2.6087 0.0866
H -0.8248 0.3685 4.7503 0.0819
H -1.0707 -1.3270 4.2856 0.0925
H -2.4193 -0.1634 4.2114 0.0895
H -1.6937 -0.4731 0.6827 0.0497
H -2.8846 -0.5636 1.9502 0.0982
H -1.6558 -1.8406 1.8456 0.0802

64
Properties=species:S:1:pos:R:3:lowdin_charge:R:1 method="wB97M-V/def2-TZVPD" charge=+1 max_force_ha_per_bohr=0.054 lumo_energy_ha=-0.312
Hg 1.6563 -1.5413 2.9530 1.3260
C -0.7601 1.1945 1.1545 -0.6970
F -0.4885 1.7314 2.3362 0.0811
F -1.9241 1.5473 0.7112 0.1447
F 0.2425 1.5178 0.3639 0.1428
S -0.8183 -0.6891 1.4388 0.6392
O -0.8368 -0.8605 2.8821 -0.3697
O -1.8676 -1.2138 0.6588 -0.1960
N 0.7341 -1.2938 1.1084 -0.4520
S 0.7362 -1.7428 -0.4814 0.5857
O 0.2539 -3.0721 -0.6095 -0.2341
O 0.1720 -0.7072 -1.2682 -0.2208
C 2.5369 -1.9076 -0.9007 -0.6957
F 3.1913 -0.7879 -0.5863 0.1322
F 3.0488 -2.8899 -0.1590 0.0697
F 2.6154 -2.1866 -2.1780 0.1869
Cl 1.5018 4.2280 1.7676 0.5704
C 0.0168 4.9594 2.4517 -0.6214
C -1.0972 5.0111 1.4141 -0.6760
Cl -1.1797 6.6320 0.6849 0.5756
H 0.3008 5.9125 2.8832 0.0641
H -0.3389 4.3398 3.2760 0.0661
H -2.0294 4.8502 1.9534 0.0651
H -0.9858 4.2750 0.6259 0.0061
Cl 3.1618 -5.4772 -1.3414 0.6383
C 2.3659 -6.6240 -0.2437 -0.6285
C 2.9008 -6.5569 1.1696 -0.6827
Cl 4.3981 -7.4736 1.3868 0.5766
H 2.4722 -7.5980 -0.7126 0.0729
H 1.2991 -6.4004 -0.2012 0.0766
H 2.1546 -6.8730 1.8950 0.0744
H 3.1272 -5.5095 1.3770 0.0420
Cl -4.5091 2.4302 1.9756 0.5683
C -5.4276 2.8801 0.5259 -0.6795
C -6.3682 4.0419 0.7391 -0.6554
Cl -7.8112 3.5353 1.6564 0.5518
H -5.8927 1.9595 0.1843 0.0687
H -4.7631 3.1962 -0.2840 0.0151
H -6.7243 4.4413 -0.2071 0.0744
H -5.8139 4.8348 1.2384 0.0714
Cl 4.1804 1.7964 1.5339 0.5579
C 4.6305 1.9074 3.2585 -0.6169
C 3.4752 2.2919 4.1448 -0.5941
Cl 1.9704 1.3651 3.8450 0.5893
H 5.4069 2.6596 3.3667 0.0908
H 4.9799 0.9034 3.4828 0.0653
H 3.1535 3.3255 4.0100 0.0559
H 3.7175 2.2458 5.2058 0.0909
Cl -2.5021 3.5993 -1.6934 0.6098
C -2.1487 2.1337 -2.6645 -0.6277
C -1.8149 2.5388 -4.0836 -0.6785
Cl -1.0571 1.1942 -4.9453 0.5797
H -3.0249 1.4957 -2.5994 0.0795
H -1.2879 1.6620 -2.1988 0.0423
H -1.0689 3.3305 -4.0531 0.0632
H -2.6800 2.9194 -4.6194 0.0786
Cl 1.3224 -4.1199 -6.0696 0.5649
C 0.5107 -3.9826 -4.4958 -0.6626
C 0.6389 -5.2296 -3.6721 -0.6903
Cl -0.1177 -6.6924 -4.3910 0.5363
H -0.5133 -3.6537 -4.6597 0.0767
H 1.0349 -3.1626 -4.0057 0.0474
H 0.2576 -5.1294 -2.6610 0.0516
H 1.6868 -5.5114 -3.6738 0.0124

45
Properties=species:S:1:pos:R:3:lowdin_charge:R:1 method="wB97M-V/def2-TZVPD" charge=+2 de_lowest_ev=0.1133 max_force_ha_per_bohr=0.021 lumo_energy_ha=-0.280
Pt 1.6138 0.0377 0.1911 0.4676
C 3.5595 1.6950 1.8615 -0.1012
N 2.7451 1.7371 0.6199 -0.4251
C 1.8152 2.8966 0.7361 -0.0569
C 3.6542 1.9226 -0.5489 -0.1649
C 2.8522 1.8242 -1.8192 -0.1752
N 2.0910 0.5474 -1.8487 -0.4084
C 2.9820 -0.5374 -2.3373 -0.0705
C 0.9548 0.6806 -2.7913 -0.0638
H 4.1044 2.6352 1.9699 0.1127
H 4.2699 0.8730 1.8056 0.0934
H 2.9037 1.5707 2.7200 0.0706
H 2.3956 3.8201 0.8012 0.1159
H 1.2230 2.7792 1.6398 0.0980
H 1.1421 2.9474 -0.1133 0.0814
H 4.4312 1.1616 -0.4875 0.1275
H 4.1390 2.9012 -0.4876 0.1483
H 3.4981 1.8952 -2.6977 0.1481
H 2.1391 2.6438 -1.8821 0.1196
H 3.2950 -0.3198 -3.3616 0.1112
H 2.4454 -1.4837 -2.3288 0.0828
H 3.8604 -0.6214 -1.7020 0.0922
H 1.3187 0.9635 -3.7825 0.1114
H 0.2662 1.4410 -2.4294 0.0944
H 0.4393 -0.2741 -2.8616 0.0871
Te 1.6378 -1.2546 2.3252 0.6260
C -2.4633 -2.9681 -1.1748 0.0201
N -2.4548 -2.1724 0.0507 -0.0484
C -1.4014 -1.7190 0.7314 -0.5747
Se 0.4134 -2.1094 0.2423 0.5690
N -1.8216 -1.0617 1.8069 0.1334
C -3.2115 -1.0792 1.8495 -0.1504
C -4.1237 -0.5471 2.7541 0.0206
C -5.4541 -0.7717 2.4730 -0.0337
C -5.8645 -1.4947 1.3378 -0.0318
C -4.9588 -2.0202 0.4415 0.0224
C -3.6160 -1.7926 0.7270 -0.1398
H -1.4522 -3.0689 -1.5583 0.0624
H -3.0820 -2.4686 -1.9169 0.1142
H -2.8671 -3.9560 -0.9623 0.1197
H -1.1977 -0.6498 2.4907 0.0933
H -3.8130 0.0046 3.6303 0.1275
H -6.2069 -0.3843 3.1452 0.1239
H -6.9215 -1.6438 1.1674 0.1241
H -5.2803 -2.5793 -0.4260 0.1260